[1]
57
Properties=species:S:1:pos:R:3:forces:R:3 method="wB97M-V/def2-TZVPD" total_charge=+1 e_homo_ev=-12.2 homo_lumo_gap_ev=7.772 lumo_energy_ev=-4.41 multiplicity=1
C -1.62764 5.40060 -0.93235 0.40 0.07 -0.06
C -1.49565 4.56896 -2.20603 -0.69 0.24 -0.46
C -1.77910 5.45442 -3.42913 0.50 -0.34 0.17
C -2.45842 3.37690 -2.24719 0.86 -0.39 0.17
C -2.25694 2.37764 -1.09260 -0.93 -0.16 -0.12
C -3.60892 1.83420 -0.60018 0.05 0.21 0.31
C -1.42125 1.19841 -1.57298 -0.34 -0.20 0.01
O -0.92310 0.43746 -0.45261 0.30 0.65 -0.69
C 0.46005 0.47275 -0.25415 0.90 -0.50 1.31
C 1.20806 -0.54258 -1.11128 0.32 -0.07 -0.12
O 2.60550 -0.51540 -0.81749 -0.03 0.26 0.22
O 3.33827 -0.09433 -1.96216 -0.10 -0.17 -0.29
C 0.56369 0.21806 1.28690 -1.42 0.57 -0.24
C 0.29007 1.60569 1.78007 0.51 0.00 0.46
N 0.60368 2.50084 0.92249 -0.16 -0.26 -0.42
C 1.15682 1.84420 -0.26996 0.68 0.12 -0.70
H -2.67220 5.59308 -0.68531 -0.03 -0.02 -0.02
H -1.13395 6.36145 -1.08292 -0.05 0.05 0.09
H -1.15005 4.94731 -0.05839 -0.11 -0.09 0.03
H -0.47241 4.19367 -2.33694 0.06 0.00 0.26
H -2.79086 5.85628 -3.39584 -0.01 0.06 -0.04
H -1.05411 6.26712 -3.47273 -0.14 0.14 -0.04
H -1.64798 4.85615 -4.33162 -0.18 0.10 -0.12
H -3.49738 3.69820 -2.32377 0.02 0.18 0.17
H -2.23650 2.82626 -3.16901 -0.27 0.09 -0.13
H -1.80803 2.86363 -0.22333 0.36 0.01 -0.17
H -3.47907 0.90797 -0.03895 -0.07 -0.07 -0.06
H -4.08850 2.54572 0.07405 -0.02 0.06 -0.06
H -4.29869 1.67452 -1.42894 0.09 -0.20 -0.06
H -2.08582 0.52582 -2.11892 0.07 -0.02 -0.10
H -0.62948 1.48289 -2.27115 0.18 0.05 0.20
H 0.85972 -1.55043 -0.88320 -0.23 0.03 -0.12
H 1.08902 -0.32384 -2.17221 -0.21 -0.14 -0.02
H 3.36404 0.87299 -1.91036 0.07 0.00 0.23
H -0.31822 -0.32781 1.63008 0.35 -0.66 -0.10
H 1.49354 -0.23390 1.63194 0.06 0.16 0.14
H -0.15224 1.85808 2.73612 0.12 0.11 0.04
H 0.52042 3.50615 1.01714 -0.20 -0.03 0.18
H 2.21569 1.71922 -0.02804 0.00 -0.41 -0.14
H 1.16769 2.38058 -1.21679 -0.75 0.50 0.27
C 3.29524 -6.40944 4.13305 0.23 -0.13 -0.07
O 2.89645 -5.42758 3.14737 -1.17 -0.36 1.65
P 1.58003 -5.69381 2.30581 0.50 1.18 -3.37
O 1.76888 -6.77108 1.32903 -0.12 -0.41 0.45
O 1.51299 -4.23434 1.61568 -0.06 0.03 0.07
C 2.63366 -3.74580 0.88787 0.05 0.04 0.00
O 0.13095 -5.64735 2.92359 0.68 -0.10 1.34
C -0.94853 -5.94251 2.01726 -0.26 -0.17 0.07
H 4.10364 -5.97217 4.71059 0.00 0.06 -0.05
H 2.47144 -6.65286 4.80228 -0.03 0.03 -0.02
H 3.64700 -7.30970 3.63213 -0.04 0.00 -0.03
H 3.10583 -4.53152 0.29743 -0.02 -0.03 0.02
H 3.36171 -3.30435 1.56977 0.06 -0.07 0.00
H 2.27179 -2.96794 0.21808 0.01 -0.04 -0.04
H -0.99864 -7.01122 1.82696 0.10 0.00 -0.05
H -0.82461 -5.39809 1.08363 0.06 -0.01 -0.01
H -1.85758 -5.61919 2.51717 0.04 0.03 0.04

***

[2]
58
Properties=species:S:1:pos:R:3:forces:R:3 method="wB97M-V/def2-TZVPD" total_charge=+1 e_homo_ev="-10.6 / -10.9" homo_lumo_gap_ev="6.242 / 6.482" lumo_energy_ev="-4.36 / -4.40" multiplicity=1 de_lowest_kj_mol=47.2
W -0.56920 -0.23680 0.53768 -0.60 -0.73 -1.00
S -5.11837 0.15051 -2.33275 -0.36 0.26 0.05
Sb -3.25591 -0.90184 -2.69199 0.46 -0.16 -0.15
S -2.21633 -1.48296 -0.04633 0.28 0.01 0.58
S 0.04366 0.57417 -1.65380 -0.20 -0.12 -0.05
S -1.65107 1.10866 -2.74589 -0.01 0.03 0.04
C -2.75735 2.47130 0.19506 0.14 0.06 0.13
Si -1.11804 3.28962 -0.20810 -0.10 -0.02 -0.27
C -1.24733 4.50501 -1.61795 -0.01 -0.04 0.15
C -0.58748 4.21227 1.33503 -0.09 -0.06 0.06
C 0.28451 1.96796 -0.50193 0.42 -0.06 0.11
Si 2.11473 2.57485 -0.87302 -0.03 0.35 -0.19
C 2.04936 3.76825 -2.31488 -0.03 -0.14 0.20
C 3.11604 1.07847 -1.36437 0.01 0.01 0.14
C 2.86490 3.32386 0.67030 -0.02 -0.20 -0.03
H -3.29667 3.15577 0.85579 -0.06 0.00 0.00
H -2.67555 1.52064 0.73589 0.03 0.03 0.02
H -3.37451 2.27579 -0.67768 0.00 0.01 -0.09
H -2.16768 5.07738 -1.47976 -0.05 -0.01 0.02
H -1.29594 4.04615 -2.60209 0.02 -0.07 -0.02
H -0.42588 5.21940 -1.60526 0.05 0.01 0.00
H -1.33992 4.98570 1.50407 -0.05 0.05 0.00
H 0.37304 4.71595 1.27197 0.02 0.00 -0.06
H -0.59352 3.59862 2.24056 0.05 -0.03 0.00
H 0.44349 1.52322 0.52642 0.33 0.43 0.02
H 1.39428 3.40491 -3.10853 -0.03 -0.03 -0.01
H 3.05128 3.85681 -2.73865 0.05 -0.02 0.01
H 1.72325 4.76754 -2.03585 -0.03 0.05 0.04
H 3.04189 0.84839 -2.42543 -0.03 0.03 -0.06
H 2.82785 0.18826 -0.80610 -0.01 -0.06 0.05
H 4.16400 1.27625 -1.12923 0.05 0.00 -0.03
H 2.28747 4.10923 1.15078 -0.02 0.01 -0.05
H 3.82954 3.75433 0.39561 0.06 0.02 -0.03
H 3.07503 2.54761 1.41256 -0.03 -0.01 0.01
C -0.33430 -3.20281 2.50188 0.13 -0.13 -0.13
Si 0.71204 -2.34331 1.18000 -0.21 0.18 -0.05
C 1.14995 -3.53859 -0.19639 0.02 0.10 0.20
C 2.27963 -1.70724 2.03472 -0.11 -0.03 -0.08
C 2.31935 -1.47722 3.41471 -0.11 0.06 0.07
C 3.44390 -0.94583 4.03314 -0.04 -0.02 0.03
C 4.56740 -0.64347 3.27919 0.06 0.02 -0.03
C 4.56425 -0.89171 1.91351 0.06 0.03 0.06
C 3.43400 -1.41649 1.30619 0.06 -0.03 -0.08
H 0.28058 -3.89026 3.08678 0.02 -0.05 0.00
H -1.11076 -3.78667 2.00463 -0.02 -0.01 -0.01
H -0.84907 -2.55085 3.21067 0.04 0.11 -0.02
H 1.66781 -4.40580 0.21774 0.01 -0.04 0.00
H 1.80327 -3.08114 -0.93855 0.03 0.05 -0.04
H 0.25413 -3.88593 -0.71053 -0.05 0.01 0.01
H 1.46416 -1.74135 4.03031 0.00 -0.03 0.01
H 3.44988 -0.79026 5.10412 0.00 0.00 0.01
H 5.44893 -0.23968 3.75847 0.01 0.01 0.00
H 5.44927 -0.68845 1.32509 0.02 0.00 -0.01
H 3.47001 -1.63652 0.24731 -0.02 0.02 -0.08
N -0.13034 0.45833 2.54982 -0.06 0.07 0.57
H -0.30312 1.44453 2.73931 0.01 0.00 0.07
H 0.83643 0.23926 2.82281 -0.02 0.06 -0.03
H -0.71502 -0.06465 3.20474 -0.01 0.00 -0.04

***

[3]
57
Properties=species:S:1:pos:R:3:forces:R:3 method="wB97M-V/def2-TZVPD" total_charge=+3 e_homo_ev=-17.0 homo_lumo_gap_ev=7.438 lumo_energy_ev=-9.54 multiplicity=1 de_lowest_kj_mol=95.5
Zr -0.53305 0.15522 -0.47016 1.09 -0.09 0.67
C -0.72380 1.16316 -3.38576 -0.07 0.21 -0.01
C -1.29254 2.34138 -2.65605 -0.03 0.03 0.01
O -1.79314 1.85115 -1.37298 0.41 0.20 -0.18
C -2.21111 2.93860 -0.48204 -0.25 -0.09 0.02
C -1.08015 3.18435 0.46973 0.11 -0.05 0.07
O -0.73251 1.89623 1.03905 -0.45 0.21 -0.10
C -1.34986 1.57963 2.31779 0.00 0.02 -0.04
C -1.78661 0.11931 2.31460 -0.08 0.35 0.07
O -2.16904 -0.16393 0.93079 -0.14 -0.62 0.34
C -2.98241 -1.36003 0.73394 -0.10 0.06 -0.12
C -3.31815 -1.34060 -0.73107 -0.09 0.11 -0.11
O -2.07529 -1.28673 -1.49841 0.03 -0.13 0.64
C -1.64053 -2.53945 -2.11672 -0.04 0.08 -0.29
C -0.32337 -2.93588 -1.50265 0.04 -0.01 0.16
O 0.44986 -1.73692 -1.29210 -0.16 -0.18 -0.53
C 1.56869 -1.42594 -2.15036 0.00 0.06 -0.04
C 1.09808 -0.43699 -3.19105 0.00 -0.05 -0.04
O 0.26043 0.55329 -2.49891 -0.10 -0.11 -0.31
H -0.24768 1.49296 -4.30830 0.10 -0.03 0.01
H -1.49852 0.42883 -3.61334 0.04 -0.08 -0.03
H -2.11241 2.77979 -3.22383 -0.06 -0.01 0.03
H -0.52840 3.09841 -2.47345 0.01 0.02 0.01
H -3.09633 2.57652 0.03788 -0.05 -0.01 -0.03
H -2.48179 3.81556 -1.06730 0.03 -0.01 -0.05
H -1.33479 3.90088 1.24912 -0.02 -0.02 0.03
H -0.18408 3.53971 -0.03970 0.03 0.03 0.01
H -2.20485 2.23919 2.45903 -0.02 0.01 -0.03
H -0.62081 1.75193 3.10708 0.00 0.04 0.03
H -2.64746 -0.02533 2.96626 -0.08 0.01 -0.06
H -0.98024 -0.55045 2.59642 0.00 -0.09 -0.03
H -3.88725 -1.28999 1.33658 0.01 0.05 0.07
H -2.40811 -2.24087 1.02553 0.02 -0.01 0.07
H -3.86664 -0.43321 -0.97934 -0.03 0.01 -0.04
H -3.91905 -2.19881 -1.02294 0.06 -0.05 -0.03
H -1.55552 -2.34358 -3.18452 -0.01 0.04 -0.02
H -2.39286 -3.31141 -1.96798 -0.03 0.02 0.00
H 0.21896 -3.64516 -2.12590 0.01 0.02 -0.03
H -0.46066 -3.38030 -0.51664 0.04 -0.01 0.03
H 1.97888 -2.32520 -2.60689 -0.07 -0.04 -0.03
H 2.31959 -0.98196 -1.50227 0.03 -0.03 0.06
H 0.48083 -0.90938 -3.95583 -0.05 0.01 0.00
H 1.93192 0.07681 -3.66655 0.00 0.05 0.00
C 4.59888 -1.30514 1.49477 0.27 -0.13 -0.03
Si 3.60044 -0.32775 2.66500 -0.77 0.11 -0.62
C 3.85736 1.47406 2.75634 0.21 0.21 0.15
C 2.73669 -1.18750 4.01932 0.03 -0.12 0.28
Se 1.37996 -0.17847 1.01173 0.02 0.02 -0.02
H 5.55909 -1.56281 1.95719 -0.01 0.00 -0.03
H 4.80961 -0.73544 0.58948 0.04 0.00 0.01
H 4.09540 -2.23607 1.23428 0.03 -0.02 0.03
H 4.75266 1.69000 3.35167 -0.03 0.02 -0.02
H 3.01187 1.96906 3.23305 0.02 0.01 0.03
H 4.01026 1.89475 1.76242 0.03 0.01 0.01
H 3.46006 -1.43974 4.80429 -0.05 0.00 0.00
H 2.28990 -2.11940 3.67219 0.03 -0.01 0.02
H 1.96957 -0.55629 4.46749 0.02 0.00 0.03